Record 1
50
Properties=species:S:1:pos:R:3:forces:R:3 method="wB97M-V/def2-TZVPD" de_lowest_kj_mol=19.2 homo_lumo_gap_ev="7.86 / 8.57" multiplicity=3 max_force_ev_per_a=6.3 total_charge=+2
C 0.225 -0.682 -2.374 -0.052 -1.004 -0.936
H 0.494 -1.293 3.644 -0.348 -0.056 -0.062
V -0.191 -0.501 -0.359 -0.973 4.069 4.777
H -0.619 -2.358 2.745 -0.065 0.288 0.414
H 2.593 -2.371 0.402 -0.330 -0.427 -0.030
H 2.482 2.338 1.427 -0.359 -0.166 -0.363
C -0.599 1.467 3.202 0.669 0.599 -0.435
C 0.530 3.898 -1.145 0.035 -0.587 -0.254
C 0.804 2.922 0.036 0.271 0.973 0.755
H 0.541 0.115 -4.331 -0.095 -0.066 0.291
H -2.317 -0.073 -2.815 -0.347 -0.558 0.221
H 0.553 1.857 -0.241 0.134 0.187 -0.238
C -2.322 -1.062 -2.321 -0.805 0.650 -0.178
H 0.113 3.145 0.878 0.360 -0.060 -0.539
H -1.202 -1.487 4.215 0.254 0.180 -0.504
C -0.941 -1.438 -1.991 0.966 -0.876 -1.066
C 1.608 -2.853 0.303 0.853 -0.247 0.955
H -0.705 0.944 -3.403 0.228 0.002 -0.019
H -2.315 -2.507 0.138 0.021 -0.242 0.164
H 0.910 4.922 -1.016 0.009 -0.452 0.462
H -2.959 -1.019 -1.410 0.150 -0.016 -0.492
H -3.281 -0.044 3.213 0.352 0.015 -0.084
C -0.552 -1.420 3.323 0.138 -0.070 -0.414
H 3.252 -0.876 -0.754 0.109 -0.057 0.155
H 2.473 4.006 1.038 -0.254 -0.531 -0.825
H -2.784 -1.793 -3.009 0.139 0.245 0.313
C -0.555 -2.416 -1.021 0.815 0.148 -0.748
H -0.532 3.997 -1.395 0.086 -0.143 0.242
H -3.185 0.971 1.761 0.137 -0.074 0.109
C 1.320 -1.151 -1.605 -0.333 -1.030 -1.177
H 2.732 0.435 -1.777 -0.021 0.177 -0.107
H 1.130 -2.774 1.300 0.090 -0.165 -0.474
P -0.994 -0.012 2.203 -0.815 -0.263 0.940
C 2.693 -0.643 -1.652 0.843 0.488 0.063
H -0.805 2.369 2.610 -0.211 -0.230 0.173
H 1.017 1.186 -3.024 -0.197 -0.095 -0.054
H 1.016 3.524 -2.051 0.071 0.029 0.045
H 3.247 -1.083 -2.485 -0.134 -0.046 -0.053
H -3.257 -0.776 1.599 0.099 0.064 0.189
C 0.837 -2.212 -0.771 -0.300 -0.970 -0.759
C -2.840 0.033 2.213 -0.065 -0.145 -0.541
C 2.266 3.008 0.579 0.072 0.072 0.133
H 0.483 1.517 3.389 -0.267 -0.185 0.125
H -0.910 -3.461 0.752 -0.347 -0.060 0.043
H 3.021 2.781 -0.206 -0.485 0.368 0.425
H -1.145 1.542 4.155 0.103 -0.362 -0.398
H 1.757 -3.921 0.075 -0.015 0.329 0.175
C -1.467 -3.148 -0.133 -0.341 -0.567 0.320
H -1.886 -4.045 -0.595 0.029 0.042 -0.057
C 0.265 0.443 -3.317 0.128 0.825 -0.681


Record 2
56
Properties=species:S:1:pos:R:3:forces:R:3 method="wB97M-V/def2-TZVPD" de_lowest_kj_mol=0.0 homo_lumo_gap_ev="4.12 / 4.11" multiplicity=1 max_force_ev_per_a=7.6
H -3.509 0.666 -1.035 0.130 0.399 0.542
C 2.171 -1.622 2.403 -0.132 -1.370 0.532
H 3.116 -1.568 1.866 0.142 0.326 0.139
H 3.799 0.271 0.696 -0.035 0.082 -0.667
N -0.817 0.004 -1.982 1.414 -0.016 2.586
O 1.558 0.478 1.591 2.557 1.131 -1.807
H 2.098 1.221 -2.922 0.197 -0.389 0.014
C -2.201 -0.756 -5.243 0.984 0.814 2.048
H -2.861 2.285 -0.552 -0.379 -0.565 0.269
H -1.581 -0.015 4.908 -0.248 -0.404 -1.035
B -0.379 -0.125 4.691 -2.094 -0.418 1.264
H 3.119 -2.612 -0.298 0.110 0.187 -0.673
H 4.030 -2.141 -1.831 0.024 -0.865 0.096
H -1.422 1.374 3.209 -0.837 0.494 -0.174
H -2.466 -1.417 2.444 -0.427 0.300 -0.321
C 2.074 0.446 4.017 2.032 -1.837 0.481
N -0.521 0.053 2.086 5.489 -4.288 2.975
H 1.666 -0.109 4.907 0.577 0.735 -1.025
C -1.897 1.719 -5.000 0.605 -1.176 1.558
H 3.513 1.587 -0.485 0.254 -0.507 -0.005
H 2.298 -2.260 3.284 0.104 0.213 0.057
H -0.132 -1.182 5.229 0.640 0.242 0.381
H -4.274 1.564 0.370 -0.072 0.254 -0.550
H 4.706 0.263 -0.897 0.403 0.571 0.371
H -1.643 2.666 2.019 -0.556 -0.189 0.270
C -1.284 0.200 -3.219 -0.139 0.034 -0.232
H -1.017 2.339 -3.053 -0.155 -0.149 -0.298
C 2.401 0.163 -2.928 0.787 -0.209 -0.270
P 2.551 -0.478 -1.253 -1.547 0.128 0.688
H -1.974 2.727 -5.375 -0.175 -0.042 -0.440
H -3.110 1.856 2.859 0.020 0.890 0.258
H -3.274 -1.608 0.845 0.016 0.251 0.305
C 0.123 -0.412 3.099 -6.059 3.620 -1.497
H -0.078 -1.758 0.473 -0.255 -1.234 -0.038
H -0.067 0.999 5.179 0.393 -1.101 -0.800
Ce 0.110 0.033 -0.173 -0.902 1.365 0.012
H 1.683 1.435 3.987 -0.038 0.759 0.190
H 1.657 -0.412 -3.497 0.288 0.152 0.212
C -2.110 1.755 2.439 -0.887 0.389 0.239
H -2.503 -1.631 -5.789 -0.225 0.085 -0.554
H -4.038 -0.562 2.108 -0.243 -0.570 0.176
H -1.544 -1.911 -3.447 -0.115 0.074 -0.254
C -3.097 -0.923 1.688 -0.580 0.067 0.016
C 3.059 -2.202 -1.325 0.270 0.186 -0.201
C 1.602 -0.264 2.702 0.983 0.526 0.880
C 3.776 0.519 -0.380 0.522 -0.280 -0.340
P -2.297 0.570 1.090 -0.656 0.081 -0.236
C -2.290 0.570 -5.706 -0.578 0.053 -1.364
C -3.346 1.357 -0.186 -0.244 -0.045 0.157
C -1.671 -0.956 -3.948 -0.477 1.495 -1.344
H 3.414 0.033 -3.321 -0.143 0.364 -0.768
H 2.298 -2.757 -1.910 0.580 0.250 0.286
H 1.462 -2.148 1.757 0.114 0.039 -0.115
C -1.362 1.537 -3.707 -0.708 -1.074 -1.307
H 3.185 0.428 4.226 -0.843 0.170 -0.987
H -2.702 0.713 -6.710 0.119 0.005 0.298


Record 3
68
Properties=species:S:1:pos:R:3:forces:R:3 method="wB97M-V/def2-TZVPD" homo_lumo_gap_ev=8.27 multiplicity=1 max_force_ev_per_a=9.1
H -4.079 -5.891 3.459 0.021 -0.058 0.096
O -0.709 -4.556 4.834 4.020 -1.223 1.026
O 3.486 -1.806 0.156 -0.561 -1.255 -3.779
H 2.084 -7.428 4.855 0.065 -0.028 -0.064
Br 2.120 -2.977 -1.978 0.811 0.894 0.512
C -4.611 3.551 -2.811 -0.017 0.005 -0.130
H 2.120 -2.320 1.810 -0.169 -0.159 0.160
N 3.766 -0.676 0.894 2.980 1.837 1.161
C -4.404 4.214 -1.463 -0.296 -0.195 0.103
H 2.462 -5.713 4.675 0.053 0.080 -0.028
H -0.923 7.759 -0.635 -0.116 -0.114 0.093
C -3.527 -5.609 4.360 -0.138 0.112 -0.159
H -2.587 6.103 -4.537 -0.094 -0.037 -0.026
O -2.998 6.779 -1.259 0.245 0.329 -4.306
C -1.399 4.336 -4.127 0.216 -0.505 -0.614
O 4.943 -0.539 1.007 -2.100 -0.192 0.117
H -1.204 7.754 1.806 0.025 -0.053 -0.022
O 3.049 2.854 -4.212 0.666 -2.681 0.643
O -1.267 4.454 -2.715 -1.171 2.933 -1.890
H -0.469 3.894 -4.496 -0.018 0.013 0.149
O -1.402 -6.467 3.583 1.258 -0.450 0.495
C 2.094 -6.747 2.805 0.578 -0.321 -0.406
H 0.446 6.912 0.059 -0.048 -0.186 -0.130
C 1.700 -3.307 1.996 -0.018 -0.070 0.213
H -4.219 -5.605 5.206 0.024 -0.028 -0.048
H 0.159 -2.687 3.378 -0.057 -0.055 0.011
H 5.631 1.082 -3.619 -1.721 -0.479 -0.030
O 0.691 -6.547 2.689 1.604 0.675 3.285
H -2.376 6.569 1.198 0.064 0.162 -0.167
I 1.832 0.292 -1.120 -0.054 -0.095 -0.402
H -2.773 -7.604 4.573 0.167 0.021 -0.165
C -2.386 -6.581 4.603 -0.418 0.172 0.181
O -0.917 5.688 -0.834 0.163 0.266 -1.380
C 4.515 0.874 -3.430 -0.186 0.667 1.868
H 2.615 -6.016 2.181 0.031 0.060 0.042
O 3.959 -1.383 -4.183 1.083 1.995 4.145
C 4.250 -0.682 -3.203 -0.691 -0.833 -4.416
H -4.814 3.572 -0.679 0.160 0.066 0.045
H 3.680 -6.926 4.254 -0.081 0.044 0.046
H -4.936 5.169 -1.415 0.073 0.019 0.034
H 4.281 1.404 -2.432 0.513 -0.772 -1.544
H 2.293 -3.783 2.784 0.058 0.018 0.042
H -3.998 2.651 -2.901 -0.074 0.038 0.079
O -3.025 4.388 -1.178 -0.330 0.260 -0.851
H -3.170 -4.590 4.198 0.120 -0.103 0.183
H -0.843 6.368 -4.605 0.019 -0.075 -0.063
C 3.594 1.557 -4.538 -1.252 -0.549 -3.192
H 1.804 -3.910 1.091 -0.052 0.126 0.018
H -1.942 -6.443 5.592 -0.045 0.138 -0.118
H 2.603 2.720 -3.346 0.469 0.448 -0.439
P -2.195 5.638 -1.888 1.361 -3.395 8.354
C -1.635 5.652 -4.840 0.080 0.060 0.148
C 0.247 -3.201 2.417 0.025 0.251 -0.180
H -2.196 3.623 -4.355 -0.064 0.039 -0.019
C 3.152 -1.443 -1.232 0.903 -0.893 1.441
H -1.665 5.500 -5.921 -0.023 0.057 0.085
C 2.611 -6.703 4.229 -0.158 -0.041 0.036
H -4.326 4.231 -3.620 -0.052 0.009 -0.053
H 2.309 -7.732 2.379 -0.158 0.057 -0.016
O 3.328 1.097 -5.659 1.437 1.450 4.139
H -0.867 6.013 1.888 0.045 0.092 -0.045
C -1.313 6.803 1.278 -0.068 -0.135 0.179
O 4.408 -1.215 -1.884 -2.054 0.675 -0.512
H -0.300 -2.611 1.678 -0.093 -0.139 0.036
H -5.659 3.280 -2.954 0.063 0.041 -0.013
P -0.094 -5.469 3.770 -7.750 0.630 -4.804
C -0.638 6.862 -0.081 -0.088 0.258 0.420
O -0.370 -4.477 2.467 0.814 0.121 0.421


Record 4
70
Properties=species:S:1:pos:R:3:forces:R:3 method="wB97M-V/def2-TZVPD" homo_lumo_gap_ev=8.31 multiplicity=1 max_force_ev_per_a=2.3 total_charge=+1
H -1.674 -1.043 0.249 0.061 0.073 -0.209
H 2.278 0.000 3.411 -0.033 0.015 0.069
Cl 1.939 4.777 2.056 -0.397 0.765 0.976
C 1.067 1.607 -1.701 -0.863 -0.057 -0.446
H 0.692 6.553 3.011 0.153 0.008 -0.018
C 0.770 5.489 3.202 -0.073 0.030 0.134
H 2.709 -1.166 2.198 -0.151 0.277 -0.465
H 4.689 3.983 -0.240 0.194 0.042 -0.235
H 1.005 -3.317 -1.071 -0.188 -0.125 0.004
Cl -0.573 1.638 7.146 -0.031 0.062 0.013
C 1.679 -1.330 -0.929 0.157 -0.596 -0.463
N 2.217 1.817 -1.052 -0.429 0.503 0.521
Cl -7.806 1.528 -1.910 0.010 0.019 0.018
S -2.583 2.973 -4.893 0.154 -0.092 0.037
H 0.478 2.095 5.098 0.055 0.092 0.074
H 1.921 0.403 1.739 -0.005 -0.108 -0.191
H -6.866 1.406 0.238 0.031 -0.090 -0.019
C 1.586 -0.744 -2.340 -0.113 0.356 0.390
H 2.649 -1.828 -0.879 0.076 0.071 0.224
P 2.665 3.299 -0.241 2.035 0.295 -0.981
C 0.581 -1.033 2.685 0.002 -0.039 0.320
H -2.418 3.857 -2.193 0.281 -0.208 0.279
Cl 3.654 -4.141 0.990 0.049 -0.002 -0.015
H -0.072 -3.614 0.971 -0.227 0.099 0.149
Cl 2.177 1.039 6.329 0.044 -0.010 -0.094
H -0.188 5.006 3.054 0.038 -0.068 -0.063
C -6.523 1.757 -0.728 -0.139 0.079 -0.004
H -1.520 0.013 1.619 -0.038 0.036 0.002
H 1.429 -2.791 1.256 0.021 -0.149 0.045
C 0.431 -2.653 0.851 0.094 0.222 -0.154
H 2.966 2.909 1.061 -0.645 -0.574 0.060
C 0.612 -2.392 -0.641 0.469 -0.110 -0.088
H -1.784 0.203 -4.422 -0.057 0.048 0.027
H -2.228 -2.266 -3.179 0.033 -0.037 -0.164
H -6.274 2.810 -0.681 0.041 -0.006 -0.057
N 0.058 2.497 -1.836 0.274 -0.162 0.249
N -0.232 -1.605 1.651 0.704 0.163 -0.860
Cl 2.639 -3.138 3.588 0.270 -0.715 0.274
C -0.945 -0.575 0.902 -0.445 -0.002 0.827
H -0.483 -0.939 -4.269 0.082 -0.066 0.087
C 3.884 -4.081 2.747 0.097 -0.029 0.263
Cl 1.290 5.216 4.856 -0.047 0.022 0.079
C -2.736 -5.157 -3.879 -0.165 -0.085 -0.051
H 2.931 1.104 -1.013 -0.051 -0.092 -0.247
H 1.684 -0.549 -0.175 -0.050 0.089 -0.042
Cl -2.965 -6.850 -4.284 -0.010 0.029 0.000
H 2.560 -0.428 -2.714 0.011 0.022 -0.086
H -0.300 0.137 0.366 -0.008 -0.110 -0.247
C -0.864 1.869 -2.544 -0.294 0.168 0.474
H -3.432 -4.887 -3.093 0.061 -0.037 0.068
O -2.778 -0.778 -1.967 0.062 0.318 0.347
H 1.187 -1.461 -3.052 -0.081 -0.006 -0.014
C 1.962 -0.418 2.458 -0.208 0.126 -0.102
C 0.503 1.266 5.797 -0.152 -0.051 -0.043
H -2.912 -4.558 -4.765 0.087 -0.024 -0.035
C -2.135 -1.215 -2.873 -0.150 -0.438 -0.127
H -0.320 -2.209 -1.182 -0.135 0.188 0.219
H -3.491 1.904 -2.465 0.637 0.168 0.238
P -2.441 2.699 -2.983 -0.649 0.013 -1.218
H 4.847 -3.627 2.945 -0.017 0.061 -0.037
N 3.921 3.923 -0.897 -0.275 -0.011 0.115
Cl -5.060 0.845 -1.163 -0.268 -0.120 0.301
H 1.525 4.082 -0.300 -0.518 -0.639 -0.245
Cl -1.083 -4.838 -3.300 0.021 0.135 0.021
H 3.861 -5.095 3.127 -0.087 -0.020 -0.048
O 0.134 -1.001 3.798 -0.310 0.003 0.227
C -1.191 -0.354 -3.686 0.202 0.088 -0.327
N 0.740 0.463 -2.319 0.740 -0.663 -0.210
N -0.494 0.630 -2.890 -0.043 0.753 0.287
H 0.166 0.353 5.319 0.104 0.102 0.188